# 1
155
Properties=species:S:1:pos:R:3 method="wB97M-V/def2-TZVPD" relative_energy_ev=0.000 smiles="CC1(C)CCCC(C)(C)N1O.COC[C@H](C)N.COC[C@H](C)N.COC[C@H](C)N.COC[C@H](C)N.COC[C@H](C)N.NC(N)=O.NC(N)=O.NC(N)=O.NC(N)=O.NC(N)=O" gap_ev=8.5 homo_ev=-8.471 energy_ev=-83147.152
C -5.60 1.79 -5.13
C -5.06 0.39 -5.17
C -6.20 -0.54 -5.66
C -3.85 0.34 -6.10
C -3.09 -0.97 -6.11
C -2.61 -1.15 -4.67
C -3.69 -1.16 -3.59
C -4.45 -2.50 -3.56
C -2.93 -0.97 -2.27
N -4.57 0.00 -3.83
O -5.62 0.07 -2.84
H -6.30 1.95 -4.31
H -4.81 2.52 -4.91
H -5.93 2.18 -6.10
H -6.48 -0.08 -6.61
H -6.05 -1.60 -5.81
H -7.10 -0.41 -5.05
H -4.30 0.62 -7.06
H -3.16 1.16 -5.85
H -3.89 -1.70 -6.28
H -2.29 -1.02 -6.84
H -1.87 -0.37 -4.44
H -1.96 -2.04 -4.65
H -4.86 -2.76 -4.53
H -5.34 -2.33 -2.95
H -3.84 -3.26 -3.09
H -3.56 -1.23 -1.43
H -2.74 0.10 -2.14
H -1.91 -1.35 -2.29
H -6.31 -0.47 -3.27
C -6.73 -7.15 1.28
O -6.44 -5.77 1.20
C -5.49 -5.30 2.10
C -5.61 -3.77 2.19
C -4.39 -3.23 2.92
N -6.80 -3.34 2.91
H -6.52 -7.54 2.28
H -6.15 -7.73 0.57
H -7.81 -7.24 1.17
H -5.64 -5.63 3.14
H -4.48 -5.60 1.83
H -5.62 -3.36 1.19
H -4.44 -3.55 3.97
H -4.35 -2.14 2.86
H -3.44 -3.58 2.52
H -6.85 -3.85 3.79
H -7.66 -3.42 2.40
C 4.38 2.82 -3.03
O 5.60 3.51 -3.20
C 5.49 4.93 -3.30
C 4.69 5.41 -4.48
C 5.23 4.95 -5.84
N 4.58 6.89 -4.43
H 3.61 3.50 -2.63
H 4.55 1.91 -2.46
H 3.94 2.51 -3.99
H 5.27 5.38 -2.33
H 6.54 5.18 -3.45
H 3.68 5.00 -4.47
H 5.73 3.98 -5.82
H 5.93 5.66 -6.30
H 4.44 4.98 -6.60
H 5.44 7.29 -4.81
H 3.83 7.13 -5.07
C 5.94 -1.13 2.02
O 6.74 -0.30 1.20
C 7.56 0.56 1.94
C 8.56 1.24 1.00
C 9.37 2.36 1.70
N 7.87 1.86 -0.16
H 6.52 -2.03 2.24
H 5.03 -1.47 1.52
H 5.60 -0.61 2.92
H 6.94 1.29 2.48
H 8.21 0.02 2.66
H 9.30 0.52 0.66
H 10.43 2.10 1.63
H 9.02 2.55 2.71
H 9.32 3.28 1.12
H 7.31 1.08 -0.51
H 7.15 2.49 0.21
C 0.44 -3.47 2.23
O -0.53 -3.38 1.18
C -0.04 -3.91 -0.03
C -0.43 -5.34 -0.35
C 0.05 -5.82 -1.72
N -1.89 -5.54 -0.23
H 0.09 -2.84 3.05
H 1.45 -3.22 1.90
H 0.44 -4.50 2.60
H -0.45 -3.26 -0.82
H 1.05 -3.82 -0.16
H 0.00 -6.06 0.36
H 1.00 -5.34 -1.99
H -0.68 -5.40 -2.43
H 0.16 -6.90 -1.76
H -2.10 -5.39 0.76
H -2.41 -4.75 -0.62
C 3.35 0.72 0.29
O 2.47 0.94 1.41
C 1.09 1.02 1.06
C 0.28 0.00 1.81
C -1.02 -0.32 1.07
N -0.01 0.39 3.19
H 4.36 0.79 0.70
H 3.26 1.52 -0.45
H 3.10 -0.25 -0.14
H 0.74 2.01 1.35
H 1.00 0.84 -0.01
H 0.78 -0.98 1.83
H -1.66 -1.07 1.52
H -0.79 -0.68 0.07
H -1.61 0.60 1.03
H 0.89 0.60 3.61
H -0.50 -0.32 3.73
N -4.27 2.11 -0.85
C -2.98 2.50 -0.56
N -2.16 2.49 -1.65
O -2.59 2.88 0.52
H -4.44 1.81 -1.79
H -4.84 1.75 -0.11
H -1.20 2.77 -1.58
H -2.46 2.32 -2.60
N -0.66 3.19 4.18
C -1.95 3.44 4.55
N -2.86 2.89 3.67
O -2.29 4.11 5.53
H -0.52 2.53 3.42
H 0.13 3.52 4.70
H -2.50 2.29 2.95
H -3.83 2.98 3.90
N 4.52 4.01 0.05
C 5.28 4.07 1.18
N 4.54 4.15 2.35
O 6.49 4.02 1.18
H 4.94 3.87 -0.86
H 3.56 4.30 0.05
H 4.94 4.38 3.24
H 3.55 4.31 2.29
N 3.31 -0.33 6.07
C 3.33 -0.43 4.70
N 3.30 0.74 3.97
O 3.41 -1.51 4.11
H 3.18 -1.19 6.56
H 3.18 0.57 6.50
H 3.20 0.67 2.95
H 3.38 1.61 4.46
N -3.50 -0.76 5.30
C -2.26 -0.37 5.81
N -2.32 0.48 6.88
O -1.26 -0.98 5.46
H -3.37 -1.46 4.59
H -4.29 -0.18 5.48
H -1.45 0.70 7.31
H -3.15 0.99 7.12


# 2
146
Properties=species:S:1:pos:R:3 method="wB97M-V/def2-TZVPD" relative_energy_ev=5.301 gap_ev=10.1 homo_ev=-9.928 energy_ev=-73630.279
C -1.81 -2.49 -8.85
C -3.03 -1.80 -8.20
C -4.33 -2.02 -9.00
O -3.12 -2.25 -6.88
H -1.77 -3.58 -8.84
H -0.95 -2.14 -8.29
H -1.72 -2.10 -9.86
H -2.80 -0.74 -8.13
H -4.49 -3.08 -9.19
H -4.19 -1.52 -9.97
H -5.18 -1.55 -8.51
H -3.20 -3.21 -6.88
C -1.59 -6.53 2.85
C -2.33 -7.29 3.94
C -1.36 -8.36 4.48
O -2.71 -6.39 4.92
H -1.22 -7.16 2.05
H -0.75 -5.98 3.30
H -2.22 -5.81 2.33
H -3.31 -7.59 3.58
H -0.50 -7.96 5.01
H -0.91 -8.93 3.67
H -1.89 -9.09 5.09
H -3.17 -6.89 5.60
C -7.25 1.15 -3.21
C -6.20 2.20 -3.19
C -6.42 3.39 -2.21
O -4.99 1.48 -2.90
H -7.36 0.65 -2.25
H -7.04 0.48 -4.05
H -8.19 1.67 -3.40
H -6.03 2.54 -4.22
H -7.41 3.79 -2.45
H -5.73 4.22 -2.33
H -6.38 3.20 -1.14
H -4.82 0.91 -3.65
C 0.30 7.43 -6.34
C 0.90 6.03 -6.46
C -0.04 4.93 -5.96
O 1.22 5.74 -7.80
H -0.15 7.90 -5.47
H -0.52 7.48 -7.06
H 1.02 8.18 -6.65
H 1.81 5.99 -5.84
H -0.41 5.15 -4.96
H 0.37 3.92 -6.06
H -0.92 5.00 -6.59
H 2.12 6.04 -7.92
C -2.16 -0.73 8.46
C -0.94 -0.48 7.56
C 0.01 0.55 8.19
O -0.18 -1.73 7.47
H -1.78 -1.07 9.42
H -2.81 -1.48 8.00
H -2.72 0.20 8.55
H -1.18 -0.06 6.58
H 0.87 0.73 7.54
H 0.38 0.29 9.18
H -0.49 1.52 8.27
H -0.71 -2.40 7.03
C 4.81 5.18 5.36
C 3.47 5.94 5.61
C 3.46 6.44 7.07
O 3.51 7.02 4.63
H 5.68 5.76 5.65
H 4.76 4.94 4.30
H 4.82 4.30 6.01
H 2.55 5.36 5.63
H 2.44 6.68 7.37
H 3.97 7.40 7.13
H 3.99 5.79 7.76
H 2.63 7.40 4.70
C -6.38 -0.55 3.38
C -7.88 -0.91 3.54
C -8.14 -2.20 4.35
O -8.44 0.21 4.15
H -5.94 -0.44 4.37
H -6.05 0.31 2.78
H -5.81 -1.38 2.96
H -8.32 -0.97 2.54
H -9.22 -2.35 4.46
H -7.62 -2.26 5.31
H -7.75 -3.00 3.72
H -9.37 0.00 4.26
C 6.76 -3.44 2.44
C 6.47 -2.21 3.34
C 5.84 -2.59 4.71
O 7.70 -1.54 3.66
H 7.38 -3.21 1.58
H 5.81 -3.84 2.09
H 7.18 -4.19 3.11
H 5.89 -1.47 2.79
H 5.42 -1.69 5.15
H 6.56 -3.06 5.37
H 4.98 -3.24 4.53
H 8.00 -1.67 4.56
C -2.45 9.60 3.65
C -2.40 8.47 2.62
O -2.38 7.15 3.26
O -1.47 9.50 4.62
H -3.45 9.74 4.07
H -2.13 10.50 3.12
H -1.52 8.58 1.98
H -3.32 8.49 2.04
H -2.11 6.52 2.59
H -1.76 8.80 5.21
C 9.43 1.62 -1.48
C 8.49 2.63 -2.18
O 7.25 2.73 -1.59
O 9.79 2.14 -0.13
H 10.24 1.32 -2.14
H 8.85 0.70 -1.39
H 8.21 2.33 -3.19
H 8.99 3.59 -2.32
H 6.96 3.64 -1.50
H 9.27 1.69 0.54
C 0.31 -0.33 0.42
C 0.62 1.19 0.11
O -0.60 1.91 0.24
O -0.14 -0.96 -0.84
H -0.46 -0.40 1.18
H 1.20 -0.89 0.73
H 1.07 1.30 -0.88
H 1.28 1.56 0.90
H -1.16 1.67 -0.50
H -0.95 -0.54 -1.12
C 4.88 -3.92 -4.84
C 5.14 -4.64 -6.15
O 5.38 -5.99 -5.86
O 4.01 -2.84 -4.99
H 5.79 -3.54 -4.36
H 4.47 -4.61 -4.10
H 5.99 -4.17 -6.65
H 4.22 -4.63 -6.74
H 5.74 -6.41 -6.64
H 3.51 -2.71 -4.18
C -0.18 -7.48 -4.51
C -0.95 -8.09 -5.66
O -2.09 -7.25 -6.01
O 0.97 -8.20 -4.18
H -0.93 -7.41 -3.73
H 0.00 -6.42 -4.71
H -1.29 -9.09 -5.39
H -0.31 -8.13 -6.54
H -2.55 -7.64 -6.76
H 1.73 -7.95 -4.71


# 3
152
Properties=species:S:1:pos:R:3 method="wB97M-V/def2-TZVPD" relative_energy_ev=1.708 gap_ev=9.9 homo_ev=-9.596 energy_ev=-81855.099
C 3.77 -10.93 -18.56
C 3.27 -11.19 -17.19
C 3.65 -12.63 -16.81
O 3.73 -10.20 -16.31
H 4.84 -11.10 -18.72
H 3.63 -9.87 -18.81
H 3.25 -11.60 -19.28
H 2.11 -11.09 -17.21
H 3.10 -12.95 -15.94
H 4.71 -12.56 -16.47
H 3.62 -13.38 -17.63
H 4.60 -10.49 -15.97
C 8.84 -12.74 -18.13
C 10.03 -13.60 -17.65
C 11.23 -13.41 -18.58
O 10.41 -13.21 -16.29
H 8.10 -12.73 -17.26
H 8.29 -13.22 -18.93
H 9.17 -11.70 -18.35
H 9.70 -14.61 -17.47
H 10.93 -13.67 -19.62
H 12.12 -13.93 -18.29
H 11.53 -12.40 -18.58
H 10.62 -12.26 -16.22
C 3.94 -17.05 -20.50
C 5.34 -16.33 -20.39
C 5.03 -14.87 -19.92
O 6.21 -16.98 -19.47
H 3.33 -16.58 -21.22
H 3.55 -16.91 -19.53
H 4.01 -18.05 -20.79
H 5.81 -16.34 -21.38
H 4.49 -15.00 -18.97
H 4.51 -14.27 -20.62
H 5.98 -14.43 -19.74
H 5.75 -17.70 -19.02
C 5.64 -21.09 -12.08
C 6.96 -20.70 -12.71
C 7.62 -21.89 -13.44
O 6.77 -19.61 -13.63
H 5.70 -22.05 -11.56
H 4.90 -21.17 -12.86
H 5.36 -20.33 -11.28
H 7.75 -20.46 -11.98
H 8.23 -21.37 -14.12
H 6.96 -22.40 -14.11
H 8.07 -22.51 -12.70
H 7.50 -18.96 -13.67
C 7.06 -15.96 -16.30
C 5.70 -15.23 -16.13
C 4.59 -16.30 -16.27
O 5.69 -14.44 -14.94
H 7.26 -16.57 -17.15
H 7.25 -16.54 -15.37
H 7.77 -15.09 -16.19
H 5.55 -14.58 -17.00
H 4.58 -16.94 -15.37
H 4.76 -16.97 -17.10
H 3.59 -15.90 -16.35
H 6.28 -14.89 -14.29
C -0.81 -14.69 -13.68
C 0.07 -13.58 -14.29
C 1.49 -13.64 -13.67
O 0.21 -13.58 -15.73
H -0.31 -15.65 -13.60
H -1.68 -14.84 -14.28
H -1.15 -14.41 -12.64
H -0.43 -12.63 -14.01
H 1.99 -14.57 -13.93
H 1.45 -13.62 -12.59
H 2.10 -12.78 -14.05
H -0.59 -13.82 -16.24
C 5.26 -16.75 -12.08
C 4.50 -16.51 -10.80
O 3.81 -15.25 -10.99
O 6.31 -15.78 -12.32
H 4.51 -16.62 -12.86
H 5.64 -17.77 -12.03
H 5.20 -16.57 -9.94
H 3.75 -17.31 -10.63
H 3.95 -14.64 -10.25
H 5.96 -14.92 -12.11
C 9.74 -13.32 -13.19
C 10.81 -13.96 -12.37
O 11.51 -12.99 -11.58
O 9.00 -14.34 -13.84
H 10.19 -12.70 -13.96
H 9.05 -12.79 -12.55
H 11.51 -14.46 -13.04
H 10.35 -14.63 -11.62
H 12.03 -12.49 -12.20
H 8.97 -14.20 -14.78
C 5.90 -12.46 -12.42
C 5.94 -11.30 -13.41
O 6.43 -11.73 -14.67
O 5.78 -12.02 -11.07
H 6.78 -13.06 -12.55
H 4.99 -12.98 -12.73
H 6.57 -10.45 -13.05
H 4.94 -10.95 -13.49
H 6.16 -12.65 -14.69
H 6.69 -11.84 -10.77
C 5.26 -21.31 -16.50
C 5.64 -19.84 -16.90
O 5.27 -19.54 -18.22
O 3.82 -21.39 -16.36
H 5.76 -21.46 -15.51
H 5.60 -22.11 -17.14
H 6.74 -19.64 -16.73
H 5.11 -19.20 -16.20
H 4.31 -19.61 -18.39
H 3.60 -22.19 -15.87
C 9.29 -18.66 -19.05
C 8.79 -19.43 -20.23
O 8.13 -20.66 -19.94
O 9.91 -19.58 -18.15
H 8.45 -18.13 -18.51
H 10.08 -17.89 -19.34
H 9.71 -19.65 -20.74
H 8.11 -18.80 -20.77
H 7.23 -20.45 -19.64
H 9.77 -20.51 -18.41
C 10.50 -18.59 -14.65
C 10.26 -17.38 -13.76
O 8.99 -17.47 -13.10
O 9.44 -18.67 -15.61
H 10.62 -19.55 -14.10
H 11.39 -18.38 -15.17
H 10.20 -16.54 -14.43
H 11.05 -17.30 -13.00
H 8.56 -16.59 -13.07
H 9.72 -19.15 -16.40
C 7.63 -14.61 -9.53
C 8.22 -13.22 -9.01
O 8.59 -12.38 -10.13
O 8.51 -15.16 -10.47
H 6.65 -14.41 -9.97
H 7.51 -15.30 -8.63
H 9.05 -13.38 -8.27
H 7.42 -12.70 -8.51
H 9.20 -12.85 -10.65
H 8.03 -15.68 -11.09
C 0.78 -19.49 -16.54
C 1.60 -18.96 -17.71
O 2.26 -20.00 -18.45
O 1.55 -19.66 -15.28
H 0.32 -20.44 -16.81
H -0.03 -18.81 -16.35
H 2.24 -18.14 -17.36
H 0.92 -18.42 -18.32
H 2.83 -20.58 -17.88
H 2.31 -20.21 -15.51


Number 1: LUMO level 0.0004 hartree. Number 2: LUMO level 0.0056 hartree. Number 3: LUMO level 0.0118 hartree.